Record 1
Here is a 2-piece molecular cluster, C4H9NOS overall from the OMol25 dataset. Energies are from ωB97M-V with the def2-TZVPD basis set.

XYZ file:
```
16
Properties=species:S:1:pos:R:3:forces:R:3
C -1.762 1.543 -0.179 -1.79 -0.58 1.01
C -1.178 -1.233 0.679 -3.14 1.38 4.03
C -0.308 -1.361 -0.408 4.98 -3.92 -5.34
C 2.764 0.447 0.011 -1.40 -1.50 -2.00
H -2.739 2.295 -0.083 2.86 -2.04 -0.75
H -1.113 1.681 0.745 -0.88 -0.27 -1.23
H -1.147 1.499 -1.101 -0.61 0.91 0.59
H -1.991 -2.105 0.944 3.09 1.41 -0.32
H -0.775 -0.606 1.591 -0.92 -1.67 -1.63
H -0.740 -2.225 -1.152 1.38 2.56 1.27
H 3.280 0.465 1.081 -0.78 0.83 -2.81
H 2.318 1.365 -0.693 2.21 -1.81 2.37
H 3.521 -0.356 -0.949 -2.57 2.29 3.38
N 0.956 -0.959 -0.739 -4.63 -0.13 3.22
O 1.406 -0.164 0.417 2.55 -0.39 -2.20
S -2.493 -0.287 -0.164 -0.37 2.92 0.42
```
Positions in Å, forces in eV/Å.

Its gap between HOMO and LUMO is 9.18 eV. The total energy is -18659.9831 eV. The energy above the lowest of the compared OMol25 structures with the same formula, charge and spin comes out at 7.5433 eV. Its HOMO energy is -8.5 eV. The maximum force comes out at 8.29 eV/Å. The spin multiplicity is 1.

***

Record 2
Here is a 2-piece molecular cluster, CH8N2O overall from the OMol25 dataset. Energies are from ωB97M-V with the def2-TZVPD basis set.

XYZ file:
```
12
Properties=species:S:1:pos:R:3:forces:R:3
N -0.726 1.507 -1.415 0.83 -1.02 -1.59
C -0.232 0.575 -0.444 0.30 -1.01 1.96
N -0.387 -0.831 -0.838 -0.52 1.85 -0.92
H -0.017 1.936 -2.024 -0.20 0.10 0.33
H -1.515 1.207 -1.996 -0.26 0.26 0.51
H 0.828 0.696 -0.224 -0.06 0.67 -0.15
H -0.788 0.658 0.490 0.02 0.34 -0.02
H -1.370 -1.071 -0.827 -0.03 -0.86 -0.07
H 0.113 -1.085 -1.685 -0.12 -0.28 -0.08
H 0.603 -1.394 1.871 -0.06 -0.52 0.44
H 1.600 -0.351 2.147 0.33 -0.11 0.66
O 1.196 -1.117 2.585 -0.23 0.59 -1.08
```
Positions in Å, forces in eV/Å.

As for the total charge: +1. Its gap between HOMO and LUMO (alpha / beta) is 10.89 / 5.50 eV. The total energy is -6184.9605 eV. The energy above the lowest of the compared OMol25 structures with the same formula, charge and spin comes out at 0.1852 eV. Its HOMO energy (alpha / beta) is -14.8 / -14.8 eV. The maximum force comes out at 2.22 eV/Å. The spin multiplicity is 2.

***

Record 3
Here is a 2-piece molecular cluster, C9H14O overall from the OMol25 dataset. Energies are from ωB97M-V with the def2-TZVPD basis set.

XYZ file:
```
24
Properties=species:S:1:pos:R:3:forces:R:3
C 2.860 -1.569 -2.214 -1.14 -2.94 2.54
C 1.425 0.712 0.402 -4.29 -1.31 -8.03
C 1.878 -0.437 -0.215 2.60 -0.80 1.23
C 0.335 1.311 -0.455 0.73 0.82 1.45
C 1.718 -0.834 -1.593 2.00 -0.14 2.28
C -0.006 0.772 -1.662 -1.23 -0.06 -1.41
C 0.697 -0.291 -2.252 -2.51 1.09 -2.23
O -0.417 2.458 -0.177 0.58 -0.15 1.16
H 1.454 0.905 1.355 0.71 1.18 5.06
H 2.603 -1.078 0.419 -1.01 1.03 -1.23
H -0.338 2.805 0.740 0.24 -0.70 -0.91
H -0.845 1.163 -2.320 1.07 -0.04 1.47
H 2.822 -2.707 -2.073 0.57 1.36 1.02
H 3.809 -1.119 -2.059 0.75 0.11 0.48
H 0.273 -0.529 -3.299 1.47 -0.04 1.62
H 2.700 -1.662 -3.192 -0.58 0.59 -4.46
C -2.874 0.691 2.754 2.74 -2.45 0.06
C -2.402 -0.630 1.907 -4.33 1.51 -0.03
H -1.937 1.261 2.556 -1.57 1.06 0.07
H -3.890 1.037 2.552 0.65 0.37 -0.22
H -2.744 0.436 3.824 -0.54 0.17 -0.42
H -3.184 -0.793 1.105 0.82 -0.02 0.78
H -1.534 -0.396 1.386 1.81 -0.04 -0.60
H -2.402 -1.506 2.514 0.45 -0.60 0.33
```
Positions in Å, forces in eV/Å.

Its gap between HOMO and LUMO is 9.06 eV. Its SMILES is Cc1ccc(O)cc1.CC. The total energy is -11604.7611 eV. The energy above the lowest of the compared OMol25 structures with the same formula, charge and spin comes out at 2.8756 eV. Its HOMO energy is -8.2 eV. The maximum force comes out at 9.19 eV/Å. The spin multiplicity is 1.

***

Record 4
Here is C17H24F5HgN3NbO as an isolated structure from the OMol25 dataset. Energies are from ωB97M-V with the def2-TZVPD basis set.

XYZ file:
```
52
Properties=species:S:1:pos:R:3:forces:R:3
N -1.635 -0.590 0.037 0.59 1.09 -0.77
C -3.807 -3.017 0.552 -1.17 0.33 0.52
O -4.797 -2.692 1.002 1.20 -0.35 -0.54
Hg -2.512 1.506 0.298 0.68 -0.41 -0.26
Nb 0.000 0.000 0.000 -2.16 0.42 1.37
N -0.317 2.018 -0.711 -0.16 -0.44 -0.18
N 1.101 -1.188 -1.247 1.56 -2.25 -1.25
C -0.676 2.336 -2.129 -0.85 0.31 -0.70
C 0.743 -2.361 -2.097 0.45 -0.16 -1.08
C -0.928 3.847 -2.325 0.02 0.19 0.09
C 0.447 1.872 -3.089 0.27 -0.05 0.27
C -1.970 1.586 -2.508 0.62 -0.39 -0.14
C 0.321 -3.527 -1.172 -0.14 0.00 1.02
C 1.930 -2.806 -2.983 0.22 0.04 0.09
C -0.426 -1.986 -3.022 -0.29 0.55 0.01
H -1.410 4.283 -1.429 0.10 -0.15 -0.41
H -1.597 4.013 -3.188 0.35 -0.09 0.37
H 0.005 4.404 -2.516 -0.41 -0.20 0.09
H 1.405 2.359 -2.833 -0.39 -0.15 -0.13
H 0.212 2.123 -4.140 0.04 -0.13 0.55
H 0.581 0.780 -3.002 -0.02 0.29 -0.18
H -1.876 0.502 -2.315 -0.16 0.44 -0.22
H -2.210 1.739 -3.574 0.01 -0.07 0.48
H -2.844 1.978 -1.942 -0.04 0.16 -0.12
H 1.107 -3.740 -0.425 -0.31 0.05 -0.35
H 0.138 -4.454 -1.747 0.12 0.65 0.02
H -0.604 -3.257 -0.634 0.28 -0.21 -0.16
H 2.754 -3.248 -2.398 -0.35 0.13 -0.27
H 2.329 -1.952 -3.560 -0.18 -0.41 0.11
H 1.586 -3.570 -3.702 0.08 0.38 0.40
H -0.727 -2.860 -3.628 0.15 0.41 0.41
H -0.123 -1.174 -3.707 -0.11 -0.43 0.16
H -1.288 -1.627 -2.436 0.15 -0.31 -0.21
C 0.724 2.902 -0.165 0.37 0.49 0.78
H 0.664 2.885 0.937 0.15 0.06 -0.38
H 1.760 2.611 -0.451 -0.55 0.00 -0.04
H 0.593 3.962 -0.471 0.01 -0.73 0.21
C 2.534 -0.976 -1.057 0.13 0.66 0.63
H 2.696 -0.175 -0.308 -0.02 -0.27 -0.16
H 3.073 -1.877 -0.690 -0.50 0.31 -0.28
H 3.044 -0.629 -1.978 -0.40 -0.30 0.19
F 1.424 -2.284 1.810 -0.19 0.37 0.10
C 0.797 -1.437 2.660 -0.60 0.82 0.94
C 0.091 -0.342 2.155 0.55 0.57 -0.11
C -0.565 0.531 3.032 1.30 -1.95 0.95
F -1.240 1.599 2.545 -0.23 0.40 -0.07
C -0.513 0.309 4.411 -0.70 0.91 0.43
F -1.143 1.160 5.260 0.67 -0.92 -0.87
C 0.187 -0.793 4.917 0.09 -0.20 0.86
F 0.233 -1.011 6.254 -0.07 0.32 -1.83
C 0.842 -1.666 4.041 0.61 -1.02 0.19
F 1.517 -2.736 4.529 -0.79 1.26 -0.52
```
Positions in Å, forces in eV/Å.

As for the total charge: +2. Its gap between HOMO and LUMO (alpha / beta) is 5.22 / 5.11 eV. The total energy is -43827.2012 eV. The energy above the lowest of the compared OMol25 structures with the same formula, charge and spin comes out at 0.0000 eV. Its HOMO energy (alpha / beta) is -15.2 / -15.2 eV. The maximum force comes out at 3.01 eV/Å. The spin multiplicity is 2.